# 1
One molecule with the formula C5H6Br2 in a non-equilibrium geometry. Source: the Open Molecules 2025 dataset; level of theory: ωB97M-V with the def2-TZVPD basis set.

```
13
Properties=species:S:1:pos:R:3:forces:R:3:lowdin_charge:R:1
Br 2.58323 1.32910 0.12604 0.9 0.1 0.0 0.660
C 1.09868 0.67073 -0.87667 -0.5 -1.3 1.5 -0.671
C 0.41369 -0.47031 -0.07624 -3.4 1.2 -1.6 -0.853
Br 1.50051 -2.07431 -0.04802 -0.3 0.5 0.1 0.690
C -1.25401 -0.69431 -0.70212 4.3 0.8 3.4 0.027
C -1.67225 -0.39675 0.54035 1.6 0.4 0.7 -0.090
C -0.31231 -0.02297 1.22808 -1.0 -0.7 -2.3 -0.192
H 0.59816 1.57791 -1.14614 -1.2 0.1 0.4 0.053
H 1.29878 0.17744 -1.77129 1.5 -0.4 -1.7 0.032
H -1.40440 -0.76460 -1.74241 -1.1 -0.3 -0.7 0.071
H -2.53136 -0.07455 1.09938 -1.1 -0.5 -0.6 0.087
H -0.40434 1.04414 1.18823 0.6 0.9 0.3 0.090
H 0.08562 -0.30153 2.18081 -0.2 -0.7 0.5 0.096
```
Forces are in eV/Å.

Charge: 0
Energy relative to the best compared isomer or geometry (same formula, charge and spin), kJ/mol: 208.91
SMILES: BrC[C@]1(Br)C=CC1
Gap between HOMO and LUMO, Ha: 0.37939

---

# 2
C25H15F4N9O3RuS as an isolated structure. Source: the Open Molecules 2025 dataset; level of theory: ωB97M-V with the def2-TZVPD basis set.

```
58
Properties=species:S:1:pos:R:3:forces:R:3:lowdin_spin:R:1
Ru 1.59494 -2.71280 -1.24340 0.0 0.1 0.0 2.477
N 2.16573 2.19642 5.39550 0.0 0.0 0.0 0.003
C 1.79603 1.64806 4.19855 0.0 0.0 0.0 0.003
C 1.43181 0.29555 4.12196 0.0 0.0 0.0 0.000
C 1.09765 -0.26786 2.91133 0.0 0.0 0.0 0.003
C 1.11956 0.51384 1.75977 0.0 0.0 -0.1 0.002
C 1.48059 1.85799 1.81524 0.0 0.0 0.1 0.002
C 1.81431 2.41972 3.02720 0.0 0.0 -0.1 0.000
S 0.72006 -0.19956 0.23335 0.3 0.0 0.0 0.016
O 0.22330 0.82309 -0.65464 0.0 0.1 0.2 0.024
O -0.09393 -1.38682 0.43358 0.0 0.0 0.0 0.042
N 2.06415 -0.88918 -0.40214 -0.1 0.1 0.2 0.170
C 3.08292 -0.24542 -1.07084 0.1 0.0 0.1 0.018
N 3.38449 1.02140 -0.84009 0.0 0.0 0.0 0.018
C 4.42552 1.49457 -1.52188 0.0 0.0 0.0 -0.002
C 5.16233 0.71866 -2.39998 0.0 0.0 0.0 0.015
C 4.74326 -0.58893 -2.57707 -0.1 0.0 -0.1 0.002
N 3.69356 -1.07983 -1.92652 0.0 0.0 0.0 0.056
H 1.92166 1.71212 6.24051 0.0 0.0 0.0 0.000
H 2.20085 3.19713 5.47186 0.0 0.0 0.0 0.000
H 1.40888 -0.30406 5.02307 0.0 0.0 0.0 0.000
H 0.80162 -1.30658 2.85330 0.0 0.0 0.0 0.000
H 1.49899 2.44754 0.90970 0.0 0.0 0.0 0.000
H 2.09358 3.46439 3.07813 0.0 0.0 0.0 0.000
H 4.67456 2.53545 -1.35301 0.0 0.0 0.0 0.000
H 6.00917 1.11949 -2.93532 0.0 0.0 0.0 0.001
H 5.24252 -1.25639 -3.26915 0.0 0.0 0.0 0.000
N 2.65921 -5.90021 1.12301 0.0 0.0 0.0 0.006
C 2.12662 -5.12021 0.19884 0.0 -0.1 0.1 0.011
O 2.63306 -3.99211 -0.03302 0.1 0.1 0.0 0.043
C 0.95731 -5.54505 -0.62069 -0.1 0.0 0.0 0.018
C 0.27488 -4.28490 -1.15983 -0.1 0.0 -0.2 0.053
H 3.47434 -5.58693 1.62728 0.0 0.0 0.0 0.000
H 2.29218 -6.81764 1.30767 0.0 0.0 0.0 0.000
H 0.28935 -6.19724 -0.05370 0.0 0.0 0.0 0.000
H 1.36537 -6.14506 -1.44027 0.0 0.0 0.0 0.001
H -0.47991 -3.90533 -0.46613 0.0 0.0 0.0 0.012
H -0.19643 -4.46244 -2.12719 0.0 0.0 0.0 0.019
F -2.38677 -0.83819 -2.76057 0.0 0.0 0.0 0.015
C -2.58434 0.46860 -2.89869 0.1 0.0 0.0 0.066
C -3.85340 0.96658 -2.72060 0.0 0.1 0.0 0.021
F -4.82439 0.12971 -2.38774 0.0 0.0 0.0 -0.004
C -4.11940 2.32910 -2.86434 0.0 0.0 0.0 0.108
C -3.05405 3.16377 -3.19204 0.0 0.0 0.0 0.024
C -1.77655 2.66738 -3.36918 -0.1 -0.1 0.0 0.074
F -0.80772 3.51009 -3.68135 0.1 0.0 0.0 0.019
C -1.50037 1.30088 -3.22497 -0.1 -0.1 0.0 0.046
C -0.17748 0.77431 -3.37065 0.3 -0.1 -0.2 0.333
C 0.17592 -0.54705 -3.01059 -0.3 0.1 0.0 0.055
N 0.55781 -1.56113 -2.63544 0.1 -0.3 -0.1 0.133
C 0.96082 1.52347 -3.74987 0.0 0.0 0.1 0.030
N 1.95629 2.04398 -4.01072 0.0 0.0 -0.1 0.178
F -3.25554 4.46041 -3.36739 0.0 0.0 0.0 -0.003
C -5.47912 2.86453 -2.67749 0.0 0.0 0.0 0.380
C -5.68428 4.06835 -1.98544 0.0 0.0 -0.1 0.040
N -5.84571 5.06088 -1.41682 0.0 0.0 0.0 0.216
C -6.59301 2.17763 -3.18583 0.0 0.0 0.0 0.040
N -7.49694 1.59814 -3.61175 0.0 0.0 0.0 0.215
```
Forces are in eV/Å.

Charge: +1
Multiplicity: 6
Energy relative to the best compared isomer or geometry (same formula, charge and spin), kJ/mol: 14.93
Gap between HOMO and LUMO (alpha / beta), Ha: 0.28880 / 0.16336

---

# 3
One molecule with the formula C3H6N2O. Source: the Open Molecules 2025 dataset; level of theory: ωB97M-V with the def2-TZVPD basis set.

```
12
Properties=species:S:1:pos:R:3:forces:R:3:lowdin_charge:R:1
N -1.25820 1.13221 -0.59858 0.1 0.1 0.1 0.160
C -0.89470 0.68729 0.64364 0.0 0.1 0.1 -0.508
O -1.39317 1.08901 1.67835 0.0 -0.2 -0.3 0.052
C 0.21185 -0.33391 0.65940 -0.1 0.0 0.2 -0.227
C 0.55971 -1.24928 -0.45859 -0.1 -0.2 -0.1 -0.139
N 1.31818 -0.02890 -0.25143 0.3 0.0 0.0 0.017
H -1.74798 2.01540 -0.60856 0.0 -0.2 0.0 0.109
H -0.58912 0.99669 -1.34310 0.0 0.1 0.1 0.087
H 0.43110 -0.67874 1.66687 0.0 0.1 -0.1 0.143
H -0.04183 -1.27800 -1.36476 0.0 0.0 0.2 0.101
H 1.01655 -2.20054 -0.19181 -0.1 0.2 0.0 0.106
H 2.21437 -0.19942 0.19321 -0.1 0.0 -0.1 0.099
```
Forces are in eV/Å.

Charge: 0
Energy relative to the best compared isomer or geometry (same formula, charge and spin), kJ/mol: 122.66
SMILES: NC(=O)[C@H]1CN1
Gap between HOMO and LUMO, Ha: 0.39306

---

# 4
C3H7IN3O as an isolated structure in a non-equilibrium geometry. Source: the Open Molecules 2025 dataset; level of theory: ωB97M-V with the def2-TZVPD basis set.

```
15
Properties=species:S:1:pos:R:3:forces:R:3:lowdin_charge:R:1
C 1.14811 0.86445 0.68582 -2.5 1.0 -1.0 -0.104
C 0.12682 0.37587 -0.47931 2.3 -1.2 3.2 -0.153
C -0.87503 -0.28617 0.50385 1.5 3.1 -0.8 -0.633
N 0.65828 0.30010 1.95480 -0.3 -0.4 -0.9 0.064
N -0.40571 -0.32965 1.76033 -0.2 -0.8 2.3 0.012
N 0.71548 -0.69064 -1.43103 -2.7 -2.8 1.1 0.218
O -1.64867 -1.10698 -0.06127 -2.6 -2.9 -1.2 0.103
I -2.43674 1.96761 1.25565 0.5 -0.7 -0.5 0.391
H 2.16947 0.59300 0.69727 1.2 0.0 -0.9 0.108
H 0.96904 1.94535 0.70467 0.6 0.0 0.3 0.118
H -0.45382 1.05838 -1.03523 0.1 1.1 -0.9 0.110
H -0.24783 -1.12275 -1.74894 2.5 0.2 0.3 0.208
H 1.33973 -1.46569 -1.01707 -1.5 1.4 -0.1 0.217
H 1.22424 -0.44196 -2.24714 0.4 1.3 -1.0 0.146
H -2.28338 -1.66091 0.45761 0.7 0.8 0.0 0.195
```
Forces are in eV/Å.

Charge: +1
Energy relative to the best compared isomer or geometry (same formula, charge and spin), kJ/mol: 222.00
Gap between HOMO and LUMO (alpha / beta), Ha: 0.27613 / 0.24646

---

Which of these has the highest energy relative to the best compared isomer or geometry (same formula, charge and spin)? C3H7IN3O